(1)
ORCA calculation (ωB97M-V/def2-TZVPD) on C48H43Br2IN8O8S5W as an isolated structure.

Output
- 2S+1 = 1
- HOMO-LUMO gap (spin up / spin down) (eV) = 5.86 / 5.86
- HOMO level (spin up / spin down) (eV) = -6.5 / -6.5
- energy above the lowest of the compared OMol25 structures with the same formula, charge and spin (kcal/mol) = 24.1

Geometry (Å):
1 W -0.066 -0.219 1.900
2 Br 6.711 -0.254 3.499
3 C 4.935 -0.241 2.880
4 C 4.378 0.919 2.380
5 C 3.055 0.878 1.984
6 N 2.298 -0.217 2.053
7 C 2.886 -1.355 2.431
8 C 4.194 -1.404 2.882
9 C 2.096 -2.565 2.154
10 C 2.540 -3.841 2.462
11 C 1.867 -4.913 1.915
12 Br 2.402 -6.672 2.326
13 C 0.832 -4.685 1.031
14 C 0.439 -3.377 0.817
15 N 1.006 -2.330 1.423
16 H 4.942 1.836 2.302
17 H 2.576 1.761 1.598
18 H 4.636 -2.336 3.200
19 H 3.396 -3.994 3.102
20 H 0.329 -5.493 0.519
21 H -0.353 -3.155 0.121
22 C -2.711 2.932 5.847
23 C -2.169 1.570 6.114
24 C -2.674 0.665 7.012
25 C -2.025 -0.569 7.133
26 N -0.991 -0.908 6.368
27 C -0.558 -0.028 5.465
28 S 0.725 -0.412 4.371
29 N -1.101 1.200 5.394
30 C -2.498 -1.596 8.112
31 H -3.613 3.114 6.426
32 H -2.928 3.025 4.781
33 H -1.963 3.689 6.091
34 H -3.538 0.907 7.614
35 H -0.638 1.887 4.731
36 H -2.956 -1.134 8.985
37 H -1.668 -2.229 8.416
38 H -3.248 -2.230 7.633
39 N -1.480 -5.906 -4.062
40 C -1.714 -4.816 -3.238
41 C -2.745 -4.847 -2.295
42 C -3.014 -3.737 -1.515
43 C -2.242 -2.587 -1.653
44 C -1.226 -2.542 -2.603
45 C -0.964 -3.646 -3.387
46 S -2.579 -1.190 -0.637
47 O -3.929 -1.348 -0.164
48 O -2.167 -0.010 -1.329
49 N -1.572 -1.372 0.659
50 C -1.981 -2.134 1.700
51 S -3.162 -3.358 1.927
52 C -2.529 -3.627 3.523
53 C -1.516 -2.778 3.796
54 N -1.232 -1.921 2.761
55 H -1.798 -6.799 -3.725
56 H -0.578 -5.939 -4.506
57 H -3.355 -5.737 -2.196
58 H -3.837 -3.747 -0.814
59 H -0.636 -1.649 -2.735
60 H -0.181 -3.586 -4.135
61 H -2.961 -4.368 4.175
62 H -0.959 -2.717 4.718
63 I 3.383 7.750 0.001
64 C 2.460 6.129 0.942
65 C 2.255 6.162 2.314
66 C 1.639 5.084 2.931
67 C 1.249 3.977 2.190
68 C 1.461 3.958 0.815
69 C 2.062 5.037 0.184
70 C 0.577 2.815 2.874
71 O 0.106 2.979 4.001
72 O 0.533 1.751 2.170
73 H 2.566 7.021 2.892
74 H 1.452 5.091 3.997
75 H 1.138 3.096 0.246
76 H 2.216 5.029 -0.886
77 C 2.553 0.501 -11.139
78 C 2.111 0.284 -9.718
79 C 2.959 -0.318 -8.790
80 C 2.565 -0.500 -7.477
81 C 1.302 -0.076 -7.086
82 C 0.436 0.518 -7.990
83 C 0.848 0.694 -9.303
84 S 0.782 -0.328 -5.422
85 O -0.609 0.021 -5.348
86 O 1.212 -1.627 -4.980
87 N 1.722 0.763 -4.618
88 C 1.982 0.504 -3.193
89 C 0.844 0.886 -2.251
90 C 0.798 0.003 -1.013
91 O 0.298 0.592 0.026
92 O 1.158 -1.160 -1.067
93 H 3.396 -0.140 -11.395
94 H 2.865 1.537 -11.290
95 H 1.742 0.298 -11.838
96 H 3.941 -0.652 -9.105
97 H 3.219 -0.974 -6.758
98 H -0.550 0.820 -7.664
99 H 0.174 1.152 -10.016
100 H 1.386 1.701 -4.809
101 H 2.897 1.040 -2.937
102 H 2.184 -0.560 -3.087
103 H -0.121 0.726 -2.743
104 H 0.875 1.937 -1.958
105 S -2.118 0.840 2.576
106 C -2.693 2.170 1.557
107 C -2.052 2.614 0.404
108 C -2.554 3.705 -0.293
109 C -3.695 4.364 0.140
110 C -4.348 3.910 1.278
111 C -3.853 2.823 1.980
112 H -1.186 2.084 0.043
113 H -2.048 4.036 -1.193
114 H -4.082 5.212 -0.410
115 H -5.253 4.399 1.618
116 H -4.374 2.457 2.858

---

(2)
ORCA calculation (ωB97M-V/def2-TZVPD) on an isolated molecule of CCl3F.

Output
- 2S+1 = 1
- HOMO-LUMO gap (eV) = 11.55
- HOMO level (eV) = -11.1
- SMILES = FC(Cl)(Cl)Cl
- energy above the lowest of the compared OMol25 structures with the same formula, charge and spin (kcal/mol) = 6.1

Geometry (Å):
1 F -0.051 0.066 1.416
2 C 0.090 0.003 0.131
3 Cl -0.942 -1.377 -0.492
4 Cl -0.798 1.407 -0.549
5 Cl 1.701 -0.101 -0.506

---

(3)
ORCA calculation (ωB97M-V/def2-TZVPD) on an isolated molecule of C5H7N5.

Output
- 2S+1 = 1
- HOMO-LUMO gap (eV) = 10.50
- HOMO level (eV) = -9.9
- SMILES = C#CC[C@H](N)n1cnnn1
- energy above the lowest of the compared OMol25 structures with the same formula, charge and spin (kcal/mol) = 89.6

Geometry (Å):
1 C 0.977 2.587 0.066
2 C 0.804 1.462 0.434
3 C 0.578 0.074 0.776
4 C -0.313 -0.632 -0.293
5 N 0.113 -0.450 -1.656
6 N -1.662 -0.162 -0.174
7 C -2.850 -0.674 0.770
8 N -3.796 0.120 0.500
9 N -3.407 1.016 -0.430
10 N -2.211 0.839 -0.786
11 H 1.145 3.587 -0.204
12 H 0.091 0.015 1.754
13 H 1.539 -0.447 0.833
14 H -0.324 -1.712 -0.075
15 H 0.093 0.534 -1.904
16 H 1.046 -0.812 -1.798
17 H -2.733 -1.499 1.429

---

(4)
ORCA calculation (ωB97M-V/def2-TZVPD) on a 2-piece molecular cluster, C5H10O2 overall.

Output
- 2S+1 = 1
- HOMO-LUMO gap (eV) = 10.56
- HOMO level (eV) = -9.9
- SMILES = C=C[C@@H](O)CC=O.[H][H]
- energy above the lowest of the compared OMol25 structures with the same formula, charge and spin (kcal/mol) = 72.8

Geometry (Å):
1 C -1.747 -0.996 -0.073
2 C -0.919 -0.439 0.801
3 C 0.563 -0.710 0.836
4 O 0.789 -2.036 0.401
5 C 1.305 0.287 -0.078
6 C 0.844 1.710 0.118
7 O 0.567 2.467 -0.781
8 H -2.799 -0.730 -0.095
9 H -1.394 -1.725 -0.797
10 H -1.284 0.303 1.511
11 H 0.922 -0.580 1.871
12 H 1.742 -2.187 0.374
13 H 2.386 0.248 0.130
14 H 1.137 0.008 -1.123
15 H 0.765 2.048 1.173
16 H -1.710 0.916 -2.195
17 H -1.170 1.413 -2.072

---

(5)
ORCA calculation (ωB97M-V/def2-TZVPD) on C16H19Br31NO as an isolated structure.

Output
- 2S+1 = 1
- HOMO-LUMO gap (eV) = 8.01
- net charge = +1
- HOMO level (eV) = -11.5

Geometry (Å):
1 O 5.127 -1.002 -0.814
2 C 4.009 -0.877 -0.526
3 Br 2.929 -2.507 -0.404
4 C 3.491 0.554 -0.224
5 C 1.971 0.816 -0.529
6 C 1.051 0.540 0.736
7 C 0.033 -0.452 0.023
8 C 0.382 -0.534 -1.466
9 N 1.423 0.185 -1.723
10 H 4.084 1.239 -0.877
11 H 3.716 0.788 0.836
12 H 1.944 1.926 -0.603
13 H 0.677 1.509 1.096
14 H 1.661 -0.089 1.405
15 H -0.944 0.089 0.053
16 H -0.022 -1.389 0.604
17 H -0.167 -1.121 -2.222
18 H 1.779 0.270 -2.674
19 C -3.057 -2.092 -1.863
20 Br -2.179 -3.319 -0.653
21 Br -3.193 -0.321 -1.109
22 Br -2.205 -2.067 -3.600
23 H -4.066 -2.454 -2.010
24 C -1.894 3.635 -0.315
25 Br -3.481 3.810 -1.395
26 Br -2.219 2.621 1.296
27 Br -0.427 2.881 -1.323
28 H -1.603 4.635 -0.014
29 C -7.385 2.392 0.281
30 Br -7.255 0.494 -0.065
31 Br -5.958 2.995 1.432
32 Br -7.466 3.415 -1.355
33 H -8.316 2.559 0.809
34 C -2.277 3.073 -5.763
35 Br -4.140 2.569 -5.726
36 Br -2.001 4.857 -5.079
37 Br -1.172 1.778 -4.845
38 H -1.967 3.077 -6.800
39 C 7.202 -2.617 1.796
40 Br 7.398 -0.735 2.198
41 Br 8.758 -3.632 2.311
42 Br 5.584 -3.339 2.570
43 H 7.105 -2.704 0.720
44 C 2.961 1.256 4.695
45 Br 3.549 -0.399 3.895
46 Br 3.013 2.711 3.420
47 Br 1.226 1.085 5.522
48 H 3.668 1.497 5.482
49 C 4.878 3.159 -3.409
50 Br 3.083 3.206 -2.689
51 Br 5.792 4.842 -3.200
52 Br 5.868 1.684 -2.651
53 H 4.788 2.973 -4.473
54 C -7.948 -3.317 -0.751
55 Br -8.620 -3.891 -2.466
56 Br -8.745 -4.302 0.701
57 Br -6.013 -3.385 -0.679
58 H -8.234 -2.280 -0.629
59 C 8.387 2.857 4.221
60 Br 6.467 2.807 3.982
61 Br 9.206 4.214 3.119
62 Br 8.870 3.051 6.079
63 H 8.774 1.901 3.889
64 C -7.571 -8.347 2.366
65 Br -6.197 -7.816 1.115
66 Br -7.302 -7.554 4.106
67 Br -9.339 -7.984 1.680
68 H -7.492 -9.420 2.489

---

(6)
ORCA calculation (ωB97M-V/def2-TZVPD) on an isolated molecule of C3H4NP.

Output
- 2S+1 = 1
- HOMO-LUMO gap (spin up / spin down) (eV) = 6.84 / 6.55
- HOMO level (spin up / spin down) (eV) = -7.7 / -7.3
- energy above the lowest of the compared OMol25 structures with the same formula, charge and spin (kcal/mol) = 66.0

Geometry (Å):
1 C -0.778 -0.110 0.539
2 C -1.240 -0.487 -0.880
3 C 1.398 0.627 0.201
4 N 0.396 0.433 0.861
5 P -0.152 -0.218 -2.138
6 H -1.446 -0.434 1.333
7 H -2.139 -1.061 -0.955
8 H 1.804 -0.189 -0.451
9 H 1.943 1.487 0.412

---

| no. | DFT total energy (eV) | maximum force (eV/A) |
| --- | --- | --- |
| 1 | -282966.5740 | 0.829 |
| 2 | -41321.2404 | 3.456 |
| 3 | -12744.8885 | 6.030 |
| 4 | -9439.8878 | 0.530 |
| 5 | -2191744.9548 | 4.125 |
| 6 | -13950.4794 | 7.603 |